(A)
C3HBiO2 | the ωB97M-V functional and the def2-TZVPD basis

The geometry in XYZ format:
```
7
Properties=species:S:1:pos:R:3
C -0.081 -1.759 -0.232
H 0.267 -2.623 -0.781
C -0.216 -0.784 0.530
O -2.100 -0.112 -0.496
C -1.112 0.361 0.121
Bi 1.649 0.572 -0.252
O -0.397 1.354 -0.231
```

gap between HOMO and LUMO = 0.225 hartree
highest occupied orbital energy = -20.30 eV
lowest unoccupied orbital energy = -14.173 eV
charge = +2

***

(B)
C3HBiO2 | the ωB97M-V functional and the def2-TZVPD basis

The geometry in XYZ format:
```
7
Properties=species:S:1:pos:R:3
C -0.036 -1.157 0.054
H 0.132 -2.063 -0.519
C 0.412 -0.126 0.703
O -1.545 -0.175 -0.189
C -0.743 0.780 0.320
Bi 2.232 0.896 -0.145
O -0.451 1.846 -0.223
```

gap between HOMO and LUMO (spin up / spin down) = 0.234 / 0.234 hartree
highest occupied orbital energy (spin up / spin down) = -20.54 / -20.54 eV
lowest unoccupied orbital energy (spin up / spin down) = -14.180 / -14.181 eV
charge = +2

***

Tell me which of them is the most stable. Sure, it is (A).

***

(A)
C5H6NO | the ωB97M-V functional and the def2-TZVPD basis

The geometry in XYZ format:
```
13
Properties=species:S:1:pos:R:3
C 0.776 -1.660 -0.684
C 0.808 -0.990 -1.853
C -0.352 1.307 1.566
C 0.735 0.390 -1.154
C -0.941 -0.260 0.556
N 0.209 -0.525 -0.172
O 0.176 2.094 0.863
H 0.778 -2.747 -0.287
H -0.816 1.140 2.614
H 1.688 0.939 -1.105
H 0.162 1.120 -1.702
H -1.293 -1.061 1.199
H -1.930 0.253 0.159
```

gap between HOMO and LUMO (spin up / spin down) = 0.293 / 0.293 hartree
highest occupied orbital energy (spin up / spin down) = -14.10 / -14.10 eV
lowest unoccupied orbital energy (spin up / spin down) = -6.125 / -6.128 eV
charge = +1

***

(B)
C5H6NO | the ωB97M-V functional and the def2-TZVPD basis

The geometry in XYZ format:
```
13
Properties=species:S:1:pos:R:3
C -0.264 1.346 -0.149
C 1.080 1.235 0.243
C -0.918 -1.163 0.652
C -0.953 0.055 -0.346
C 0.035 -1.003 -0.447
N 1.524 -0.049 0.057
O 2.581 -0.617 0.046
H -0.774 2.247 -0.456
H 1.819 2.003 0.396
H -0.649 -1.095 1.758
H -1.806 -1.694 0.302
H -1.961 0.212 -0.680
H 0.286 -1.477 -1.376
```

gap between HOMO and LUMO (spin up / spin down) = 0.307 / 0.307 hartree
highest occupied orbital energy (spin up / spin down) = -15.19 / -15.19 eV
lowest unoccupied orbital energy (spin up / spin down) = -6.822 / -6.823 eV
charge = +1

***

Tell me which of them is the most stable. Sure, it is (B).

***

(A)
C7H14N2 | the ωB97M-V functional and the def2-TZVPD basis

The geometry in XYZ format:
```
23
Properties=species:S:1:pos:R:3
C 0.754 -0.457 -0.932
C 0.582 -0.980 1.463
C 0.829 -1.339 0.009
C -0.552 -0.104 1.137
C -0.279 0.647 -2.748
C 2.092 0.984 -2.223
C -1.625 0.374 2.904
N 0.842 0.338 -1.891
N -1.800 -0.532 1.725
H 0.399 -1.860 2.084
H 1.449 -0.432 1.840
H 1.013 -2.384 -0.221
H -1.224 0.437 -2.249
H -0.222 0.045 -3.659
H -0.246 1.695 -3.042
H 2.900 0.651 -1.574
H 1.981 2.066 -2.130
H 2.350 0.764 -3.262
H -1.014 1.240 2.601
H -2.586 0.766 3.241
H -1.126 -0.146 3.721
H -2.626 -0.257 1.180
H -1.892 -1.516 2.026
```

gap between HOMO and LUMO = 0.348 hartree
highest occupied orbital energy = -18.10 eV
lowest unoccupied orbital energy = -8.641 eV
charge = +2

***

(B)
C7H14N2 | the ωB97M-V functional and the def2-TZVPD basis

The geometry in XYZ format:
```
23
Properties=species:S:1:pos:R:3
C 3.283 -0.961 -0.960
C 1.581 0.564 -0.016
C -0.625 -0.424 -0.379
C -4.227 0.165 0.485
C 3.709 0.401 0.936
C -1.979 0.075 -0.510
C -3.152 -0.651 0.100
N 0.299 0.485 -0.349
N 2.793 -0.159 -0.067
H 2.752 -1.542 -1.706
H 1.805 1.500 0.363
H -0.409 -1.560 -0.452
H -5.278 0.011 0.085
H -4.120 1.243 0.662
H -4.838 -0.179 1.393
H 3.265 1.215 1.527
H 4.657 0.641 0.559
H 3.862 -0.239 1.723
H -2.187 1.143 -0.209
H -2.240 -0.151 -1.609
H -3.202 -1.728 -0.081
H 4.353 -1.351 -1.046
H -0.102 1.503 -0.451
```

gap between HOMO and LUMO (spin up / spin down) = 0.196 / 0.201 hartree
highest occupied orbital energy (spin up / spin down) = -14.96 / -15.01 eV
lowest unoccupied orbital energy (spin up / spin down) = -9.633 / -9.546 eV
charge = +2

***

Tell me which of them is the most stable. Sure, it is (A).

***

(A)
C21H25N2O | the ωB97M-V functional and the def2-TZVPD basis

The geometry in XYZ format:
```
49
Properties=species:S:1:pos:R:3
C 5.431 -1.749 -0.351
C 4.565 -0.519 -0.226
O 5.152 0.576 -0.206
N 3.181 -0.791 -0.114
C 2.247 0.173 0.031
C 2.781 1.582 -0.046
N 1.031 -0.366 0.121
C -0.319 0.401 0.513
C -1.337 -0.363 1.228
C -0.966 -1.342 2.228
C -1.915 -2.066 2.937
C -3.314 -1.793 2.784
C -4.312 -2.522 3.693
C -3.704 -0.818 1.824
C -2.735 -0.145 1.072
C -0.621 1.143 -0.711
C 0.036 2.378 -1.136
C -0.423 3.107 -2.225
C -1.608 2.736 -2.912
C -2.153 3.729 -3.950
C -2.268 1.528 -2.521
C -1.723 0.726 -1.501
C 1.167 -1.813 -0.004
C 2.626 -2.142 -0.141
H 4.829 -2.649 -0.441
H 6.025 -1.624 -1.268
H 6.052 -1.817 0.558
H 3.883 1.476 -0.055
H 2.494 2.093 -0.973
H 2.520 2.205 0.819
H 0.481 0.943 1.265
H 0.089 -1.445 2.449
H -1.580 -2.771 3.703
H -5.295 -2.519 3.245
H -3.972 -3.543 3.839
H -4.383 -2.024 4.664
H -4.784 -0.543 1.737
H -3.073 0.655 0.427
H 0.901 2.747 -0.567
H 0.067 4.081 -2.479
H -3.212 3.560 -4.151
H -2.006 4.764 -3.619
H -1.593 3.589 -4.876
H -3.272 1.299 -2.933
H -2.198 -0.251 -1.295
H 0.730 -2.347 0.848
H 0.619 -2.171 -0.882
H 2.996 -2.741 0.674
H 2.863 -2.618 -1.075
```

gap between HOMO and LUMO = 0.308 hartree
structure (SMILES) = CC(=O)[N+]1=C(C)N(C(c2ccc(C)cc2)c2ccc(C)cc2)CC1
highest occupied orbital energy = -11.67 eV
lowest unoccupied orbital energy = -3.275 eV
charge = +1

***

(B)
C21H25N2O | the ωB97M-V functional and the def2-TZVPD basis

The geometry in XYZ format:
```
49
Properties=species:S:1:pos:R:3
C 2.350 -1.769 1.592
C 2.063 -0.328 1.516
N 3.036 0.613 1.442
C 4.461 0.322 1.432
C 2.478 1.901 1.369
C 1.072 1.750 1.373
C 0.275 2.875 1.199
C 0.877 4.137 1.122
C 2.274 4.275 1.168
C 3.101 3.142 1.270
C 0.787 0.316 1.479
C -0.452 -0.316 1.453
C -1.734 0.348 1.545
C -2.014 1.386 2.479
C -3.228 2.073 2.440
C -4.199 1.731 1.489
C -3.971 0.661 0.613
C -2.773 -0.043 0.663
H 1.393 -2.294 1.640
H 2.895 -2.139 0.709
H 2.924 -2.037 2.492
H 5.000 1.267 1.358
H 4.769 -0.195 2.351
H 4.739 -0.313 0.581
H -0.803 2.756 1.131
H 0.240 5.015 1.024
H 2.711 5.270 1.115
H 4.186 3.207 1.283
H -0.448 -1.406 1.336
H -1.246 1.670 3.205
H -3.408 2.890 3.141
H -5.135 2.287 1.437
H -4.727 0.368 -0.116
H -2.583 -0.895 0.002
C 0.099 -3.085 -4.098
C 0.298 -2.371 -2.769
N -0.891 -1.553 -2.538
C -2.167 -2.265 -2.556
C -2.261 -2.990 -3.890
O -1.119 -3.825 -4.066
H 0.082 -2.328 -4.905
H 0.884 -3.836 -4.258
H 0.443 -3.111 -1.958
H 1.167 -1.708 -2.827
H -0.789 -1.018 -1.682
H -2.233 -2.994 -1.724
H -2.977 -1.532 -2.467
H -3.120 -3.675 -3.900
H -2.327 -2.234 -4.696
```

gap between HOMO and LUMO = 0.226 hartree
highest occupied orbital energy = -11.14 eV
lowest unoccupied orbital energy = -4.997 eV
charge = +1

***

Tell me which of them is the most stable. Sure, it is (B).

***

(A)
C6H14N4 | the ωB97M-V functional and the def2-TZVPD basis

The geometry in XYZ format:
```
24
Properties=species:S:1:pos:R:3
C 0.338 0.691 1.958
C 0.987 0.612 0.596
N 2.048 1.504 0.435
C 0.840 -0.477 -0.250
C 1.983 -1.198 -0.913
C -0.520 -0.843 -0.498
N -0.892 -2.181 -0.616
C -1.447 0.199 -0.432
N -1.308 1.484 -0.978
N -2.790 -0.125 -0.208
H -0.293 -0.178 2.157
H 1.111 0.703 2.739
H -0.269 1.594 2.061
H 1.929 2.380 0.932
H 2.331 1.639 -0.530
H 1.688 -1.681 -1.847
H 2.825 -0.541 -1.157
H 2.368 -1.976 -0.241
H -0.498 -2.794 0.084
H -1.898 -2.283 -0.716
H -0.349 1.682 -1.241
H -1.906 1.621 -1.786
H -3.381 0.694 -0.267
H -2.897 -0.526 0.720
```

gap between HOMO and LUMO = 0.259 hartree
structure (SMILES) = C/C(N)=C(/C)C(N)=C(N)N
highest occupied orbital energy = -6.15 eV
lowest unoccupied orbital energy = 0.885 eV

***

(B)
C6H14N4 | the ωB97M-V functional and the def2-TZVPD basis

The geometry in XYZ format:
```
24
Properties=species:S:1:pos:R:3
C -1.176 1.335 0.076
C -1.177 -1.303 1.694
C 2.065 0.610 1.509
C 0.053 1.280 -2.690
C 0.039 -0.681 1.061
C -0.843 0.216 -0.709
N -1.215 2.157 0.890
N -1.880 -0.539 -1.287
N 0.728 0.195 1.866
N 0.286 0.353 -1.588
H -1.856 -0.529 2.056
H -0.889 -1.934 2.538
H -1.702 -1.931 0.978
H 2.543 -0.176 0.924
H 2.086 1.544 0.938
H 2.642 0.757 2.424
H -0.150 2.306 -2.352
H 0.936 1.286 -3.329
H -0.803 0.928 -3.265
H 0.683 -1.380 0.536
H -2.655 -0.707 -0.664
H -1.532 -1.384 -1.718
H 0.150 0.956 2.218
H 1.096 0.661 -1.057
```

gap between HOMO and LUMO = 0.301 hartree
highest occupied orbital energy = -7.25 eV
lowest unoccupied orbital energy = 0.941 eV

***

Tell me which of them is the most stable. Sure, it is (A).

***

(A)
C8H11NO3 | the ωB97M-V functional and the def2-TZVPD basis

The geometry in XYZ format:
```
23
Properties=species:S:1:pos:R:3
C -2.086 1.145 0.265
C -1.032 0.101 -0.281
C -1.734 -1.224 -0.473
C 0.293 0.373 -0.460
C 0.877 1.731 -0.304
C 1.230 -0.717 -1.076
C 2.503 -0.586 -0.378
O 3.526 -0.102 -0.711
O 2.512 -0.977 1.019
N 1.357 -1.410 1.614
C 0.554 -0.876 2.335
O -0.382 -0.646 2.930
H -2.197 1.014 1.304
H -3.110 0.989 -0.126
H -1.752 2.119 -0.035
H -1.104 -2.132 -0.167
H -1.875 -1.350 -1.549
H -2.794 -1.380 0.045
H 1.569 1.902 -1.125
H 1.383 1.895 0.607
H 0.050 2.433 -0.401
H 1.326 -0.526 -2.095
H 0.888 -1.776 -0.937
```

gap between HOMO and LUMO = 0.355 hartree
structure (SMILES) = CC(C)=C(C)CC(=O)ON=C=O
highest occupied orbital energy = -9.15 eV
lowest unoccupied orbital energy = 0.507 eV

***

(B)
C8H11NO3 | the ωB97M-V functional and the def2-TZVPD basis

The geometry in XYZ format:
```
23
Properties=species:S:1:pos:R:3
C 1.811 -1.192 0.071
C 0.511 -0.519 0.531
C 0.864 0.995 0.206
C -0.486 1.672 0.551
C -1.454 0.756 -0.227
C -2.743 0.790 -0.381
O -3.827 1.599 -0.319
C -4.060 0.291 -0.775
N -4.819 -0.537 0.182
O -5.384 -1.480 -0.315
O -4.727 -0.238 1.331
C -0.780 -0.659 -0.257
H 2.358 -0.937 -0.871
H 1.589 -2.356 0.030
H 2.621 -1.195 0.807
H 0.483 -0.504 1.624
H 1.120 1.165 -0.812
H 1.648 1.297 0.722
H -0.640 2.816 0.234
H -0.816 1.681 1.539
H -4.516 -0.054 -1.808
H -1.358 -1.448 0.204
H -0.845 -0.900 -1.351
```

gap between HOMO and LUMO = 0.348 hartree
structure (SMILES) = C[C@H]1CC/C(=C2\O[C@@H]2[N+](=O)[O-])C1
highest occupied orbital energy = -9.31 eV
lowest unoccupied orbital energy = 0.172 eV

***

Tell me which of them is the most stable. Sure, it is (A).

***

(A)
C3H3BrCl2 | the ωB97M-V functional and the def2-TZVPD basis

The geometry in XYZ format:
```
9
Properties=species:S:1:pos:R:3
C -0.699 0.590 -0.258
C 0.750 0.353 -0.008
C -0.183 -0.792 0.065
Cl 1.992 0.537 -1.159
Cl -0.163 -2.001 -1.208
Br -0.597 -1.532 1.792
H -1.279 1.105 0.494
H -1.025 0.787 -1.271
H 1.205 0.952 1.552
```

gap between HOMO and LUMO = 0.358 hartree
highest occupied orbital energy = -10.05 eV
lowest unoccupied orbital energy = -0.308 eV

***

(B)
C3H3BrCl2 | the ωB97M-V functional and the def2-TZVPD basis

The geometry in XYZ format:
```
9
Properties=species:S:1:pos:R:3
C 0.144 0.859 -0.455
C 0.162 0.108 0.820
C -0.833 -0.311 -0.138
Cl 2.896 -2.021 0.636
Cl -0.876 -1.791 -1.043
Br -2.667 0.159 0.332
H -0.210 1.893 -0.645
H 0.903 0.901 -1.237
H 0.480 0.204 1.729
```

gap between HOMO and LUMO (spin up / spin down) = 0.187 / 0.187 hartree
highest occupied orbital energy (spin up / spin down) = -9.09 / -9.09 eV
lowest unoccupied orbital energy (spin up / spin down) = -4.010 / -4.007 eV

***

(C)
C3H3BrCl2 | the ωB97M-V functional and the def2-TZVPD basis

The geometry in XYZ format:
```
9
Properties=species:S:1:pos:R:3
C -0.292 -0.691 -0.572
C -0.253 -0.086 0.753
C 0.830 0.234 -0.149
Cl -2.346 1.774 0.728
Cl 1.053 1.793 -0.898
Br 2.518 -0.626 0.334
H -0.136 -1.758 -0.676
H -0.987 -0.287 -1.297
H -0.386 -0.354 1.777
```

gap between HOMO and LUMO (spin up / spin down) = 0.264 / 0.262 hartree
highest occupied orbital energy (spin up / spin down) = -9.99 / -9.98 eV
lowest unoccupied orbital energy (spin up / spin down) = -2.818 / -2.850 eV

***

Tell me which of them is the most stable. Sure, it is (A).

***

(A)
C3H3BrClNO | the ωB97M-V functional and the def2-TZVPD basis

The geometry in XYZ format:
```
10
Properties=species:S:1:pos:R:3
C -0.304 0.144 -0.967
C 0.800 -0.624 -0.132
C 0.351 -0.276 1.210
N -1.019 0.745 -0.075
O -0.373 0.059 -2.206
Cl 0.962 1.102 1.822
Br -2.602 1.683 -0.693
H 0.616 -1.710 -0.394
H 1.755 -0.167 -0.334
H -0.184 -0.956 1.770
```

gap between HOMO and LUMO = 0.272 hartree
highest occupied orbital energy = -9.19 eV
lowest unoccupied orbital energy = -1.792 eV

***

(B)
C3H3BrClNO | the ωB97M-V functional and the def2-TZVPD basis

The geometry in XYZ format:
```
10
Properties=species:S:1:pos:R:3
H -0.683 -2.278 0.022
N -0.097 -1.928 0.822
C 0.976 -1.470 0.568
Cl 1.507 -1.197 -1.218
H 1.624 -1.047 1.357
O -2.190 0.689 -1.341
C -1.376 1.157 -0.670
C -0.451 1.579 0.105
Br 0.947 2.770 -0.788
H -0.258 1.725 1.144
```

gap between HOMO and LUMO = 0.316 hartree
structure (SMILES) = [H]/N=C\Cl.O=C=CBr
highest occupied orbital energy = -9.45 eV
lowest unoccupied orbital energy = -0.856 eV

***

Tell me which of them is the most stable. Sure, it is (B).